1.
Here is a structure of composition C31H32HfN5O2S from OMol25. Energies are from ωB97M-V with the def2-TZVPD basis set.

Cartesian coordinates (Å):
1 Hf 1.3114 -0.1481 -1.4931
2 C 5.2668 0.2861 -3.1732
3 C 4.2915 0.3299 -2.0350
4 O 3.1499 -0.3065 -2.2430
5 C 4.5946 0.9427 -0.8576
6 C 3.8628 0.7334 0.3683
7 C 4.6079 0.8318 1.6616
8 N 2.6199 0.3543 0.3210
9 N 2.0931 -0.1912 1.5059
10 C 1.3138 -1.1811 1.2139
11 O 1.1043 -1.5569 -0.0458
12 C 0.6091 -1.9140 2.2827
13 C 0.6854 -1.4850 3.6071
14 C 0.0434 -2.2027 4.6003
15 C -0.6791 -3.3474 4.2810
16 C -0.7710 -3.7664 2.9619
17 C -0.1287 -3.0502 1.9615
18 H 4.7526 0.0936 -4.1121
19 H 5.9816 -0.5225 -3.0106
20 H 5.8267 1.2173 -3.2433
21 H 5.5681 1.4057 -0.7791
22 H 5.4299 1.5383 1.5652
23 H 5.0301 -0.1446 1.9089
24 H 3.9477 1.1148 2.4764
25 H 1.2604 -0.5999 3.8421
26 H 0.1121 -1.8761 5.6295
27 H -1.1673 -3.9129 5.0640
28 H -1.3318 -4.6573 2.7129
29 H -0.1818 -3.3732 0.9313
30 C 1.5995 3.1272 -1.9910
31 N 1.1158 1.9077 -2.6666
32 C 1.8499 1.7807 -3.9517
33 C -0.3317 2.0473 -2.9805
34 C -0.9568 0.7264 -3.3864
35 C -2.1726 0.7582 -4.0598
36 C -2.8068 -0.4279 -4.3951
37 C -2.2264 -1.6434 -4.0561
38 C -1.0214 -1.6624 -3.3676
39 C -0.3506 -0.4848 -3.0073
40 H 1.5035 3.9920 -2.6547
41 H 2.6487 3.0045 -1.7193
42 H 1.0089 3.3167 -1.0982
43 H 1.6100 2.6394 -4.5853
44 H 1.5556 0.8669 -4.4640
45 H 2.9203 1.7671 -3.7672
46 H -0.4514 2.7966 -3.7710
47 H -0.8275 2.4361 -2.0883
48 H -2.6233 1.7065 -4.3314
49 H -3.7498 -0.4051 -4.9249
50 H -2.7154 -2.5702 -4.3252
51 H -0.5995 -2.6267 -3.1003
52 S -3.0408 1.5548 3.4214
53 C -2.0376 1.2528 2.0278
54 C -0.8702 2.0101 1.9013
55 C -0.0226 1.7637 0.8487
56 N -0.2704 0.8501 -0.1067
57 C -1.4169 0.1548 0.0025
58 C -2.3114 0.3166 1.0308
59 C -4.1228 0.1462 3.3920
60 C -5.4816 0.3024 3.1809
61 C -6.2753 -0.8398 3.1941
62 N -5.7993 -2.0635 3.3870
63 C -4.4903 -2.1926 3.5925
64 C -3.6084 -1.1249 3.6134
65 H -0.6015 2.7473 2.6451
66 H 0.9221 2.2857 0.7871
67 H -1.6133 -0.5743 -0.7744
68 H -3.2026 -0.2928 1.0543
69 H -5.9146 1.2784 3.0119
70 H -7.3449 -0.7612 3.0394
71 H -4.1286 -3.2023 3.7502
72 H -2.5515 -1.2759 3.7900

## Properties
total charge: +1
2S+1: 1
orbital gap: 8.34 eV
total energy: -56351.9019 eV
E_HOMO: -11.16 eV

=====

2.
Here is an isolated molecule of C31H32N2O6S in a non-equilibrium geometry from OMol25. Energies are from ωB97M-V with the def2-TZVPD basis set.

Cartesian coordinates (Å):
1 C -8.0418 -4.0605 -2.3037
2 C -7.4195 -2.7127 -2.6328
3 O -6.0153 -2.8559 -2.5457
4 C -5.2245 -1.7847 -2.8146
5 C -5.6808 -0.5157 -3.1588
6 C -4.7784 0.5039 -3.4014
7 C -3.4099 0.2841 -3.3090
8 C -2.9522 -0.9944 -2.9943
9 C -3.8486 -2.0099 -2.7432
10 H -3.5040 -3.0024 -2.5005
11 H -1.8914 -1.1961 -2.9792
12 N -2.5311 1.3454 -3.5824
13 C -1.2020 1.4179 -3.2576
14 N -0.8121 1.1146 -2.0037
15 C 0.6150 1.0478 -1.7246
16 C 0.8920 0.2232 -0.5024
17 C 0.0840 0.4101 0.6054
18 C 0.4201 -0.1913 1.8122
19 C 1.5640 -0.9597 1.9206
20 C 2.3527 -1.2077 0.7714
21 C 1.9986 -0.6181 -0.4293
22 H 2.5974 -0.7752 -1.3122
23 O 3.4304 -2.0044 0.9696
24 C 4.3045 -2.2412 -0.1108
25 H 4.7384 -1.3111 -0.4877
26 H 5.1022 -2.8624 0.2916
27 H 3.8003 -2.7724 -0.9248
28 O 2.0265 -1.5156 3.0736
29 C 1.3251 -1.2583 4.2623
30 H 0.3185 -1.6894 4.2403
31 H 1.2521 -0.1829 4.4601
32 H 1.9016 -1.7365 5.0527
33 H -0.2134 -0.0222 2.6682
34 C -1.1370 1.2593 0.4232
35 C -1.7608 0.9131 -0.9263
36 H -2.0901 -0.1344 -0.8999
37 H -2.6372 1.5388 -1.1170
38 H -0.8666 2.3172 0.4413
39 H -1.8640 1.0750 1.2146
40 H 1.0891 0.6040 -2.6084
41 C 1.2404 2.4758 -1.5739
42 O 1.2357 2.9912 -0.2598
43 C 2.1471 2.5683 0.6477
44 C 3.3174 1.8891 0.3549
45 C 4.1334 1.4313 1.3836
46 C 3.8230 1.6771 2.7294
47 C 2.6746 2.4343 2.9991
48 C 1.8569 2.8687 1.9893
49 H 0.9632 3.4326 2.2039
50 H 2.4204 2.6664 4.0213
51 C 4.6931 1.1168 3.7306
52 C 5.7497 0.3766 3.3248
53 C 6.0530 0.1357 1.9322
54 O 6.9753 -0.5208 1.5147
55 O 5.2167 0.7182 1.0115
56 H 6.4268 -0.0813 4.0284
57 C 4.4162 1.3506 5.1800
58 H 3.4412 0.9471 5.4485
59 H 4.4143 2.4178 5.3974
60 H 5.1731 0.8694 5.7931
61 H 3.6160 1.6592 -0.6538
62 H 2.2495 2.4674 -1.9920
63 H 0.6426 3.1800 -2.1554
64 S -0.1457 1.9718 -4.4134
65 H -2.7459 1.8613 -4.4273
66 H -5.1412 1.4847 -3.6711
67 H -6.7354 -0.3071 -3.2427
68 H -7.7046 -2.4011 -3.6473
69 H -7.7660 -1.9507 -1.9203
70 H -9.1243 -3.9919 -2.3606
71 H -7.6933 -4.8109 -3.0078
72 H -7.7546 -4.3668 -1.3017

## Properties
2S+1: 1
orbital gap: 8.19 eV
SMILES: CCOc1ccc(NC(=S)N2CCc3cc(OC)c(OC)cc3[C@@H]2COc2ccc3c(C)cc(=O)oc3c2)cc1
total energy: -58766.7661 eV
E_HOMO: -7.87 eV

=====

3.
Here is a structure of composition C31H33AsINO6PPt in a non-equilibrium geometry from OMol25. Energies are from ωB97M-V with the def2-TZVPD basis set.

Cartesian coordinates (Å):
1 Pt 0.8479 0.0148 0.6829
2 O 0.8292 -0.0959 -3.6338
3 C 0.7067 -0.4457 -2.3848
4 O 1.6195 -0.5641 -1.5844
5 C -0.6998 -0.7698 -1.9842
6 C -1.6687 -1.1829 -2.8894
7 C -2.9011 -1.5759 -2.3877
8 C -3.1110 -1.5602 -1.0127
9 C -2.0761 -1.1427 -0.1850
10 N -0.9082 -0.7497 -0.6784
11 C -2.0950 -1.1569 1.3180
12 O -3.2335 -1.1927 1.9585
13 O -1.0419 -1.1297 1.9251
14 H 1.7463 0.0885 -3.8993
15 H -1.4476 -1.1974 -3.9470
16 H -3.6855 -1.9075 -3.0545
17 H -4.0682 -1.8792 -0.6218
18 H -4.0316 -1.1856 1.4118
19 I 6.7449 6.3598 -1.8170
20 C 5.4016 4.8563 -1.2114
21 C 4.1190 5.2168 -0.8002
22 C 3.2251 4.2341 -0.4235
23 C 3.6185 2.8945 -0.4322
24 C 4.9128 2.5452 -0.8166
25 C 5.7990 3.5207 -1.2314
26 C 2.6440 1.8493 -0.0436
27 O 1.4428 1.9629 -0.4039
28 O 3.0102 0.8703 0.6688
29 H 3.8209 6.2554 -0.7820
30 H 2.2193 4.5023 -0.1252
31 H 5.2170 1.5070 -0.8059
32 H 6.7926 3.2533 -1.5609
33 C 1.8953 -3.3957 -0.1897
34 As 2.0446 -2.1040 1.2459
35 C 3.9703 -2.0018 1.4723
36 C 1.2720 -3.1651 2.7816
37 C 2.3397 -3.7851 3.5978
38 C 3.1282 -2.9946 4.4474
39 C 4.0251 -3.5759 5.3187
40 C 4.1538 -4.9642 5.3571
41 C 3.3962 -5.7553 4.5009
42 C 2.5261 -5.1711 3.5979
43 H 2.4000 -4.3116 0.1217
44 H 2.3686 -3.0116 -1.0917
45 H 0.8464 -3.5998 -0.4011
46 H 4.3466 -2.9782 1.7746
47 H 4.2589 -1.2373 2.1894
48 H 4.3859 -1.7365 0.5000
49 H 0.6237 -3.8997 2.3034
50 H 0.6580 -2.4745 3.3582
51 H 2.9915 -1.9170 4.4307
52 H 4.6284 -2.9567 5.9683
53 H 4.8520 -5.4221 6.0439
54 H 3.4924 -6.8313 4.5411
55 H 1.9479 -5.7947 2.9264
56 C 1.7818 2.5865 2.8629
57 P 0.2902 1.6874 2.3274
58 C -0.8110 2.9922 1.7278
59 C -0.3663 1.0212 3.8549
60 C -1.6007 1.3988 4.3799
61 C -1.9543 0.9650 5.6476
62 C -1.1100 0.1302 6.3694
63 C 0.1107 -0.2700 5.8322
64 C 0.4760 0.1644 4.5748
65 H 2.6354 1.9197 2.9742
66 H 1.5712 3.0629 3.8205
67 H 2.0248 3.3498 2.1228
68 H -0.8409 3.7793 2.4835
69 H -1.8164 2.6179 1.5387
70 H -0.4044 3.3977 0.8008
71 H -2.2734 2.0387 3.8245
72 H -2.8905 1.2896 6.0801
73 H -1.4096 -0.2154 7.3490
74 H 0.7676 -0.9128 6.4021
75 H 1.4171 -0.1462 4.1306

## Properties
total charge: +3
2S+1: 1
orbital gap (spin up / spin down): 3.46 / 3.46 eV
total energy: -127906.5585 eV
E_HOMO (spin up / spin down): -14.76 / -14.76 eV

=====

> Look up the 2S+1 of the second one.

1

=====

> Which of these has the highest total energy?

C31H32HfN5O2S

=====

> Which value of 2S+1 does entry 2 give?

1